(1)
Entry from the OMol25 dataset: a molecular structure, C30H32MnO2PSi at a distorted geometry (the ωB97M-V functional and the def2-TZVPD basis).

The calculation puts the total energy at -3094.744651 a.u. The calculation puts the HOMO energy (spin up / spin down) at -0.158 / -0.141 Eh. The total charge is -1. The orbital gap (spin up / spin down) is 7.0 / 6.5 eV. The LUMO energy (spin up / spin down) comes out at 2.699 / 2.698 eV. The spin multiplicity is 2.

The geometry in XYZ format:
```
67
Properties=species:S:1:pos:R:3:forces:R:3:lowdin_charge:R:1
Mn 1.633572 -0.565214 -1.251252 0.695 -1.228 0.540 0.36
P 0.653498 -0.640541 0.953612 -0.337 0.882 -0.305 1.08
Si 0.827391 1.242738 -2.619808 -0.266 -0.013 0.140 0.54
O 3.840780 -0.453113 -0.939258 -0.414 -0.144 -0.395 -0.14
O 2.984716 -1.693731 -2.566612 0.234 0.330 0.038 -0.11
C -0.498401 -4.152064 -0.494688 -0.059 -0.034 0.041 -0.05
C 0.790757 -0.262611 3.845476 0.013 0.002 0.033 -0.27
C -3.715385 0.631149 -3.844055 0.129 0.010 0.035 -0.12
C -0.075470 -2.293740 0.964183 0.215 -0.100 0.134 -0.32
C -2.025941 0.164269 0.770149 -0.054 -0.005 0.031 -0.09
C 0.943340 2.474571 1.459408 -0.255 -0.049 0.117 -0.06
C 1.603734 1.371786 -4.350330 0.295 -0.087 -0.220 -0.25
C 3.965694 -1.211391 -1.947261 -0.628 0.187 0.173 -0.54
C -2.844917 2.390650 1.100972 0.052 0.012 0.012 -0.10
C -1.539835 2.821888 1.306696 0.041 -0.051 -0.041 -0.07
C -3.088448 1.056054 0.814671 0.026 -0.010 -0.056 -0.09
C -1.010033 1.032241 -3.107640 -0.237 -0.106 -0.061 -0.30
C -0.517964 -4.478532 1.899230 0.019 0.067 -0.012 -0.12
C 2.973252 -0.163813 4.928043 -0.057 0.020 -0.043 -0.10
C -0.718345 0.584046 1.002796 -0.052 -0.147 0.246 -0.30
C -3.367300 1.657472 -2.973838 0.104 -0.058 -0.006 -0.11
C -0.122469 -1.838493 -1.474358 0.466 0.508 0.273 -0.21
C 2.833088 -0.477102 2.561106 -0.021 0.002 -0.034 -0.09
C -0.208766 -3.137835 2.068260 -0.025 0.024 -0.008 -0.09
C 1.434002 -0.440902 2.607391 0.196 -0.106 -0.002 -0.30
C -0.711793 -0.188434 4.021355 0.176 0.006 -0.057 -0.04
C 3.605065 -0.343259 3.706948 -0.066 -0.004 -0.011 -0.09
C -0.249437 -2.773877 -0.348509 -0.122 -0.155 -0.294 -0.32
C -2.717847 -0.201971 -4.347898 0.083 0.060 0.074 -0.11
C -1.391421 -0.003221 -3.976823 -0.136 0.077 -0.008 -0.12
C 0.856215 3.070830 -2.093494 0.147 0.281 0.078 -0.25
C -2.032375 1.851609 -2.616455 -0.092 -0.069 -0.033 -0.11
C -0.642390 -4.982220 0.604865 0.014 0.039 -0.122 -0.11
C 1.586591 -0.125234 4.985572 -0.033 -0.028 -0.050 -0.06
C -0.457950 1.941568 1.251373 0.010 0.139 -0.015 -0.28
H -4.097277 0.711414 0.612582 0.079 0.008 0.032 0.10
H 1.597194 0.406592 -4.872292 0.017 0.147 0.052 0.01
H 0.312141 3.246690 -1.160499 0.043 0.032 -0.044 -0.01
H -0.628323 -0.677303 -4.364516 -0.102 0.084 0.040 0.10
H -1.786843 2.660355 -1.930885 -0.048 -0.095 -0.059 0.08
H -1.349190 3.873066 1.504064 0.009 -0.056 -0.012 0.11
H -1.067315 0.840602 3.912558 0.019 -0.039 -0.033 0.09
H 4.977294 -1.447162 -2.300874 0.209 -0.077 -0.011 0.12
H 1.041321 2.098480 -4.951048 0.107 -0.072 0.010 0.02
H -0.875563 -1.051946 -1.440478 -0.230 -0.089 0.011 0.02
H -4.137767 2.306557 -2.565999 0.058 -0.033 -0.025 0.09
H -3.664923 3.099398 1.150862 0.054 -0.027 -0.023 0.10
H 1.096177 0.008262 5.945079 0.020 0.002 -0.027 0.10
H 2.651651 1.702732 -4.288196 -0.191 -0.071 -0.028 0.01
H -4.752294 0.476852 -4.123280 0.035 0.002 0.005 0.09
H 3.555443 -0.051671 5.835864 -0.028 -0.010 -0.021 0.10
H -2.978221 -1.013674 -5.022690 0.026 0.073 0.061 0.09
H 1.635638 2.042206 0.739923 0.086 -0.097 -0.127 0.06
H -0.625674 -5.129561 2.760084 0.025 0.040 -0.057 0.09
H -0.585635 -4.556179 -1.499275 -0.028 0.024 0.079 0.10
H 3.316961 -0.596447 1.593808 -0.030 0.019 0.067 0.08
H 0.393312 3.685410 -2.881365 0.112 -0.062 0.164 0.03
H -0.851798 -6.038367 0.458895 0.027 0.075 -0.013 0.09
H 1.891182 3.416384 -1.948057 -0.213 -0.048 -0.014 0.02
H -1.247829 -0.788527 3.290832 0.011 -0.022 -0.037 0.06
H 1.321246 2.240369 2.458984 -0.034 0.002 -0.042 0.08
H -0.985384 -0.537266 5.018757 0.013 0.024 -0.003 0.08
H 4.686886 -0.374508 3.643653 -0.060 0.003 -0.015 0.10
H -0.029369 -2.762683 3.069341 -0.003 0.056 -0.020 0.09
H -2.211296 -0.885557 0.565903 -0.014 0.045 0.000 0.11
H 0.960657 3.557289 1.333813 -0.029 0.000 -0.005 0.08
H -0.157629 -2.325367 -2.445350 -0.003 -0.091 -0.095 0.05
```
Positions in Å, forces in eV/Å.


(2)
Entry from the OMol25 dataset: a molecular structure, C19H37N3OPdSSi3 (the ωB97M-V functional and the def2-TZVPD basis).

The calculation puts the total energy at -2379.769757 a.u. The calculation puts the HOMO energy (spin up / spin down) at -0.544 / -0.544 Eh. The total charge is +2. The orbital gap (spin up / spin down) is 6.8 / 6.8 eV. The LUMO energy (spin up / spin down) comes out at -7.993 / -7.993 eV.

The geometry in XYZ format:
```
65
Properties=species:S:1:pos:R:3:forces:R:3:lowdin_charge:R:1
Pd -0.060915 0.478202 -0.088007 0.069 -0.369 0.083 0.66
S 1.967159 0.552514 -1.446196 0.018 0.305 0.009 0.77
Si -1.794802 0.842913 2.330011 -0.097 0.001 -0.019 0.44
Si 1.469969 0.730491 2.776622 -0.021 0.012 0.043 0.43
Si -0.197451 -1.952963 2.121108 0.001 0.056 0.140 0.51
O -1.152303 1.837678 -1.997693 -0.021 0.043 0.072 0.16
N 1.327535 -1.648825 -2.908221 -0.035 0.038 0.016 0.05
N 1.430471 0.186555 -4.067615 0.056 0.000 0.010 0.06
N -1.087907 -1.409276 -0.347743 -0.215 0.171 -0.171 -0.05
C 3.088023 0.203342 2.002620 -0.028 0.022 0.037 -0.17
C -2.035927 -3.462675 0.367050 -0.010 0.010 -0.019 -0.03
C 0.438914 3.459201 -1.061816 -0.039 0.063 0.030 -0.03
C -1.723390 -1.526102 -1.524079 -0.033 -0.116 0.063 -0.13
C -1.234628 -2.352814 0.600518 0.167 -0.004 0.094 -0.30
C 1.530935 -0.338559 -2.858906 -0.036 -0.191 -0.038 -0.75
C 1.226231 -2.138369 -4.291517 -0.002 -0.007 -0.001 -0.08
C -3.259015 -0.015630 1.542317 0.027 -0.022 0.049 -0.16
C -1.721556 2.613082 1.677092 -0.060 0.004 0.047 -0.16
C 1.401223 0.048566 4.524308 0.044 0.008 -0.021 -0.14
C 1.444362 -2.806628 1.905762 -0.064 -0.015 -0.055 -0.15
C 1.407517 2.599217 2.812444 0.014 -0.042 0.002 -0.16
C 1.131725 -0.822036 -5.094145 -0.010 0.000 0.000 -0.08
C -2.541504 -2.601770 -1.804967 0.022 0.022 -0.017 -0.02
C -2.055224 0.879050 4.181987 0.126 0.063 -0.028 -0.14
C -0.106736 -0.037026 1.971217 -0.067 -0.038 -0.195 -0.40
C -0.301702 2.186900 -1.280976 0.240 0.028 -0.031 -0.43
C -1.054664 -2.508539 3.678264 0.024 -0.021 -0.048 -0.14
C -2.702075 -3.588557 -0.841158 -0.006 -0.014 0.012 -0.01
H 1.854773 -0.774360 -5.904173 0.003 0.001 0.001 0.13
H 1.501440 -2.234973 -2.108635 0.005 -0.016 -0.011 0.15
H -0.798896 2.870860 1.158286 -0.011 -0.019 0.021 -0.02
H 2.112697 -2.716110 -4.549116 0.002 -0.003 0.006 0.13
H 1.431662 3.055506 1.820545 0.000 -0.010 0.003 0.02
H 3.151593 0.318347 0.923496 -0.013 0.014 -0.026 -0.03
H 1.360091 3.289039 -0.516104 -0.027 0.038 0.050 0.07
H -1.580773 -0.729327 -2.242513 -0.004 0.025 0.005 0.10
H -1.327682 1.506885 4.697344 -0.015 0.014 -0.020 0.04
H 2.097633 -2.676573 2.769186 -0.007 0.009 -0.001 0.04
H -2.054718 -0.105762 4.645543 -0.002 0.002 -0.006 0.03
H -3.042323 1.322685 4.342163 -0.001 0.001 -0.012 0.06
H -3.257518 0.015048 0.451844 0.008 0.017 0.005 0.03
H 1.615248 1.158395 -4.252589 -0.021 0.004 -0.002 0.16
H 0.652460 3.890944 -2.040907 -0.005 -0.062 -0.036 0.12
H 3.857994 0.846083 2.439255 -0.002 -0.011 0.011 0.05
H 2.236497 0.502985 5.065703 -0.006 0.001 0.001 0.06
H -3.369843 -1.055171 1.855402 0.004 0.004 0.002 0.03
H -3.050294 -2.653415 -2.757270 -0.012 -0.011 0.007 0.12
H 0.545819 2.997564 3.349004 -0.003 -0.016 -0.006 0.04
H 1.551065 -1.031553 4.557804 0.011 0.005 -0.012 0.03
H 2.304081 2.945266 3.333527 -0.011 0.002 0.012 0.05
H 0.346787 -2.764205 -4.420105 -0.001 -0.004 0.007 0.12
H 1.978276 -2.464843 1.016872 0.007 0.031 0.014 0.03
H -0.221950 4.143665 -0.525962 0.010 -0.022 0.026 0.11
H -4.154230 0.514744 1.879431 0.004 0.009 -0.007 0.06
H -1.775188 3.304677 2.521879 -0.017 0.002 -0.010 0.06
H -2.107967 -2.227802 3.704450 0.005 0.015 -0.009 0.04
H 0.487112 0.290423 5.063298 0.014 -0.002 -0.014 0.03
H 0.134867 -0.656376 -5.499887 0.003 0.007 -0.004 0.13
H 1.264610 -3.879473 1.796287 -0.005 0.001 0.012 0.05
H -2.573704 2.830870 1.030055 0.029 -0.036 -0.049 0.05
H -0.571898 -2.122258 4.576380 -0.006 -0.003 -0.006 0.04
H -3.342462 -4.440228 -1.029478 0.000 0.003 -0.007 0.13
H -2.146707 -4.215851 1.136419 0.007 -0.004 -0.001 0.12
H 3.351254 -0.824553 2.246968 -0.017 0.001 -0.004 0.03
H -1.001071 -3.599693 3.731519 0.007 0.003 -0.006 0.06
```
Positions in Å, forces in eV/Å.


(3)
Entry from the OMol25 dataset: a molecular structure, C28H22Br2N4O6SeSn (the ωB97M-V functional and the def2-TZVPD basis).

The calculation puts the total energy at -9514.362669 a.u. The calculation puts the HOMO energy (spin up / spin down) at -0.301 / -0.301 Eh. The orbital gap (spin up / spin down) is 5.6 / 7.2 eV. The LUMO energy (spin up / spin down) comes out at -2.618 / -1.041 eV.

The geometry in XYZ format:
```
64
Properties=species:S:1:pos:R:3:forces:R:3:lowdin_charge:R:1
Sn -0.848011 -1.147349 0.003960 -0.019 -0.009 0.017 1.32
Br 0.637826 6.610600 -0.360340 0.008 0.016 0.004 0.85
Br -1.894783 2.302106 -2.847338 0.004 -0.068 -0.020 0.89
Se 2.166727 2.132836 -2.262108 0.061 0.010 0.010 0.57
O -2.338347 1.468791 0.043294 0.127 -0.035 0.006 -0.03
O 1.672849 -3.469982 -0.143319 -0.022 -0.047 0.071 -0.04
O -0.906182 0.070553 2.025475 0.024 0.036 -0.076 -0.19
O 0.243755 -2.110714 1.552368 0.014 -0.004 0.037 -0.26
O 0.967133 -2.409038 3.637081 -0.034 -0.019 0.004 0.13
O -0.859427 -0.746871 -3.900178 -0.092 0.035 -0.005 0.02
N 1.103249 -2.605646 -1.041007 -0.051 0.017 -0.039 -0.04
N -1.722147 2.747445 2.360324 0.043 -0.003 -0.034 0.13
N 0.656288 0.314981 -0.520501 0.054 0.065 -0.017 -0.07
N -0.148025 -1.422126 -3.173316 0.009 -0.098 0.049 -0.04
C 1.444510 1.548773 2.349594 -0.016 0.032 0.023 -0.03
C -0.693078 4.358474 -1.351086 0.004 0.000 -0.001 -0.19
C 2.042650 0.334535 4.326612 -0.008 -0.004 0.006 -0.03
C -0.794945 4.631984 3.496333 0.010 -0.006 0.000 -0.02
C -1.399166 3.171546 -1.288794 0.028 -0.047 0.014 -0.60
C -0.983362 -0.370529 4.372710 -0.006 0.015 -0.006 -0.13
C 3.187527 1.103734 4.449901 -0.006 -0.002 0.000 -0.07
C -2.004760 -1.317669 4.401072 -0.001 0.000 -0.006 -0.01
C 0.420784 -1.740651 2.795907 0.038 -0.001 -0.026 -0.54
C -2.784079 -0.459542 6.504453 0.002 0.000 0.001 -0.08
C -0.873745 0.528141 5.424338 0.016 0.003 -0.008 -0.04
C 1.643787 -2.631220 -2.197198 0.041 0.044 -0.034 -0.27
C -0.402113 5.191644 2.307744 0.017 0.005 -0.014 -0.02
C -0.090431 -0.318643 3.137165 -0.026 -0.019 0.021 -0.30
C 1.148675 0.563565 3.280400 -0.015 -0.014 -0.020 -0.14
C 1.260083 1.035259 -1.218719 -0.060 -0.044 -0.028 -0.92
C -0.697087 4.528939 1.105880 0.000 0.015 -0.002 -0.18
C 1.077097 -1.779821 -3.262970 0.004 0.048 -0.022 -0.27
C 2.847830 -3.453615 -2.539320 -0.001 -0.012 -0.014 0.00
C 2.596104 2.317502 2.470016 0.000 0.016 0.007 -0.06
C 3.466573 2.103434 3.525247 0.000 -0.009 -0.001 -0.08
C 1.910329 -1.342735 -4.433718 0.061 0.007 0.008 -0.01
C -1.376998 3.304177 1.192526 0.028 0.005 0.007 -0.14
C -1.770201 0.483216 6.486730 0.000 -0.001 -0.005 -0.08
C -1.746931 2.542744 -0.027941 -0.163 0.099 -0.006 -0.40
C -2.898835 -1.363772 5.455423 0.001 -0.003 0.002 -0.06
C -0.343748 5.023443 -0.196103 0.004 -0.021 0.024 -0.59
C -1.449525 3.398173 3.475317 0.005 -0.025 0.023 -0.09
H 2.778032 -0.774955 -4.095209 -0.018 0.018 0.023 0.08
H -0.078658 1.261796 5.427324 0.000 0.012 -0.006 0.11
H 1.318462 -0.709486 -5.088818 0.006 0.012 0.000 0.08
H 3.675801 -2.797021 -2.812859 -0.005 0.002 -0.006 0.09
H -3.684013 -2.108519 5.463263 0.003 0.002 -0.001 0.11
H -0.587593 5.118812 4.438833 -0.006 -0.001 -0.002 0.11
H -1.749361 2.913186 4.396755 0.009 -0.004 0.003 0.11
H 3.147593 -4.069120 -1.700065 0.004 0.001 0.000 0.08
H 0.798646 1.696249 1.499991 -0.059 0.027 -0.021 0.08
H 4.367152 2.696694 3.619324 -0.004 -0.002 0.002 0.10
H 2.638461 -4.092113 -3.398971 -0.012 0.007 -0.005 0.09
H -1.403351 0.907211 2.181542 -0.008 -0.021 0.052 0.08
H 0.128540 6.133199 2.285250 -0.003 0.002 0.004 0.08
H 1.843761 -0.461788 5.031448 -0.002 0.002 0.001 0.12
H -1.667894 1.186480 7.303791 0.001 -0.003 -0.002 0.10
H 3.871993 0.913086 5.266592 -0.001 0.002 -0.001 0.10
H 1.257794 -3.196611 0.706016 0.032 -0.008 -0.005 0.06
H -0.405858 4.758599 -2.312474 -0.003 -0.002 0.001 0.10
H -2.098871 -2.027406 3.586883 -0.002 -0.002 0.004 0.13
H 2.267663 -2.202890 -5.001553 -0.013 -0.020 0.006 0.09
H 2.814863 3.068262 1.720105 -0.005 -0.005 0.006 0.11
H -3.479549 -0.496732 7.332931 0.002 0.001 -0.003 0.10
```
Positions in Å, forces in eV/Å.


Number 3 is which compound? C28H22Br2N4O6SeSn